72
Properties=species:S:1:pos:R:3:mulliken_charge:R:1 method="wB97M-V/def2-TZVPD" relative_energy_ev=0.570 smiles=ClCCCl.ClCCCl.ClCCCl.ClCCCl.ClCCCl.ClCCCl.ClCCCl.ClCCCl.ClCCCl total_energy_ha=-8990.9373 gap_ev=10.72
Cl 6.185 -1.600 4.950 -0.192
C 4.603 -1.155 4.272 -0.185
C 4.699 -0.991 2.770 0.026
Cl 5.766 0.408 2.401 -0.186
H 4.226 -0.226 4.695 0.157
H 3.915 -1.954 4.542 0.274
H 3.745 -0.776 2.292 -0.225
H 5.111 -1.863 2.265 0.365
Cl -3.651 2.580 0.570 -0.212
C -3.285 3.677 -0.804 -0.130
C -2.534 4.896 -0.310 -0.338
Cl -3.354 5.734 1.026 -0.189
H -4.252 3.970 -1.208 0.440
H -2.745 3.099 -1.549 -0.071
H -2.473 5.640 -1.102 0.239
H -1.524 4.638 0.000 0.266
Cl -2.723 -2.314 1.522 -0.110
C -2.586 -4.070 1.899 -0.411
C -3.777 -4.806 1.334 -0.307
Cl -5.198 -4.640 2.390 -0.181
H -2.401 -4.189 2.963 0.376
H -1.647 -4.400 1.448 0.110
H -3.529 -5.868 1.285 0.326
H -4.000 -4.484 0.321 0.206
Cl 1.382 1.198 3.484 -0.128
C 1.919 2.673 4.357 -0.629
C 3.378 2.964 4.026 -0.149
Cl 3.784 4.433 4.953 -0.206
H 1.837 2.424 5.410 0.341
H 1.254 3.483 4.085 0.390
H 3.553 3.243 2.992 0.312
H 4.057 2.172 4.320 0.066
Cl 1.691 -0.930 0.166 -0.268
C -0.049 -0.581 0.477 -0.567
C -0.400 0.895 0.295 -0.338
Cl -0.171 1.379 -1.420 -0.098
H -0.324 -0.860 1.490 0.352
H -0.645 -1.202 -0.185 0.412
H 0.310 1.443 0.906 0.334
H -1.438 1.040 0.585 0.055
Cl -1.383 5.088 -5.796 -0.191
C -0.009 4.204 -5.152 -0.242
C -0.077 4.048 -3.647 0.069
Cl -0.122 5.607 -2.822 -0.200
H 0.903 4.671 -5.516 0.379
H -0.028 3.201 -5.586 0.060
H 0.808 3.521 -3.285 0.124
H -0.910 3.401 -3.375 0.058
Cl 0.148 0.120 -6.053 -0.207
C 0.922 0.022 -4.435 0.182
C 1.780 -1.206 -4.301 -0.275
Cl 3.310 -1.057 -5.201 -0.195
H 0.110 -0.016 -3.712 -0.268
H 1.443 0.963 -4.274 0.259
H 1.236 -2.051 -4.721 0.342
H 1.928 -1.441 -3.247 0.162
Cl -2.975 -0.612 -1.792 -0.035
C -4.712 -0.327 -2.015 -0.467
C -5.551 -1.148 -1.052 -0.379
Cl -5.662 -2.875 -1.482 -0.200
H -4.874 -0.574 -3.060 0.371
H -4.976 0.712 -1.822 0.140
H -6.575 -0.781 -1.032 0.374
H -5.147 -1.049 -0.047 0.206
Cl 3.966 -5.373 -0.334 -0.181
C 2.477 -5.126 0.575 -0.360
C 2.665 -4.161 1.734 -0.086
Cl 3.859 -4.855 2.892 -0.195
H 2.202 -6.124 0.897 0.340
H 1.717 -4.680 -0.069 0.271
H 1.785 -4.010 2.356 0.254
H 3.033 -3.178 1.459 -0.036